No. 1
Formula: C64H68Cl2N10O15
Source: OMol25
Level of theory: ωB97M-V/def2-TZVPD

Positions of all 159 atoms, in Å:
Cl 3.8650 9.0363 -5.5617
Cl 0.5396 3.9570 -0.0128
O -0.4411 -2.1979 2.4150
O -8.2308 -11.3915 4.3943
O -5.4094 -6.2058 4.5767
O -4.9362 2.7645 5.9404
O 7.5767 5.2081 -6.0918
O 8.1600 4.0879 -7.8340
O -5.5823 -5.0347 6.3707
O 3.6983 -3.1560 -1.5843
O -8.3365 -9.7301 3.0323
O -4.6288 1.0759 4.6361
O -1.1089 1.8411 -3.6619
O -0.4762 -3.5647 4.0732
O 6.4976 -2.1653 4.7062
O 1.5793 -2.7773 -1.6046
O 6.2885 -1.0585 6.5391
N -1.0145 -2.7693 3.3238
N -0.0333 4.1175 -6.2622
N -7.7253 -10.5926 3.6341
N 2.6108 -3.1145 -1.0503
N 8.1085 5.1086 -7.1814
N 5.8305 -1.6293 5.5692
N 0.8136 3.0255 -3.7863
N -3.1858 3.6510 -5.4923
N -4.4589 2.2380 4.9570
N -6.0621 -5.6330 5.4245
C -8.0960 -6.3546 4.2528
C -5.6611 -9.7572 2.5863
C -4.2942 -9.8440 2.3812
C -9.6733 -5.0350 6.1239
C -3.1015 -3.0652 4.5904
C 1.6273 -1.8037 5.1847
C 3.5806 -4.1766 2.3880
C 1.1642 4.4575 -5.6755
C 2.5207 -3.4880 0.3684
C 3.1545 3.7849 -2.5365
C 3.1735 5.7363 -5.7838
C 5.4355 7.0568 -4.4023
C -2.4328 -2.4656 3.5398
C 2.4358 -2.4138 4.2348
C 3.5796 -1.0594 6.3817
C -0.2999 2.6987 -4.3397
C -3.5582 -10.8375 3.0126
C -2.1062 2.9034 -6.1281
C -3.6002 3.0495 4.0818
C -1.1366 0.4833 -4.1499
C -0.8855 0.3944 -1.0703
C -10.2639 -5.7403 5.0825
C -2.5334 5.1183 3.5663
C -5.5529 -11.6605 4.0703
C -3.3399 4.3673 4.4088
C 9.3258 8.6147 -7.5328
C 9.3285 6.2454 -8.9901
C 1.5816 3.9441 -4.4593
C 1.2024 -3.7988 2.3297
C 1.2851 -3.4632 0.9890
C -2.0064 4.5448 2.4153
C -4.4341 -2.7482 4.8033
C 9.9316 7.3795 -9.5088
C 0.4197 1.0788 -0.6174
C 9.9339 8.5616 -8.7800
C 8.7186 7.4855 -7.0083
C -6.2708 -10.6704 3.4261
C 2.7235 4.7929 -1.4423
C -0.2237 -0.4835 -3.4326
C 4.9300 5.6673 -3.9623
C -7.5256 -5.6570 5.3002
C -4.3897 -1.2609 2.9095
C 3.6010 5.2531 -4.5383
C 2.7897 4.3554 -3.8827
C -3.0774 2.4632 2.9443
C 3.8148 -2.3493 4.3553
C 2.2016 -1.1244 6.2528
C 2.3215 4.1107 -0.1356
C -2.2789 3.2196 2.1062
C -5.0752 -1.8445 3.9667
C 2.3486 -4.1523 3.0292
C 4.3920 8.1409 -4.1065
C -0.6681 -0.7983 -1.9937
C 4.3667 -1.6775 5.4304
C 1.9956 5.3646 -6.3228
C -4.1867 -11.7426 3.8577
C 1.2560 -0.1147 -3.5890
C -0.7389 3.2600 -5.5821
C 8.7341 6.3154 -7.7444
C -9.4759 -6.3972 4.1468
C -3.0602 -1.5706 2.6902
C -8.2937 -4.9912 6.2380
C -1.5536 -0.1528 0.2120
C 3.6713 -3.8440 1.0463
H -11.3421 -5.7791 5.0012
H -1.8664 2.7763 1.2101
H 4.8106 8.8844 -3.4388
H 4.8976 5.7057 -2.8824
H 2.5563 2.9011 -2.3536
H 4.0253 -0.5346 7.2134
H -7.4827 -6.8662 3.5264
H -10.2889 -4.5224 6.8499
H -2.6010 -3.7670 5.2412
H -1.3817 5.1306 1.7551
H -2.0978 3.2073 -7.1699
H -2.4916 -10.9071 2.8453
H -0.0016 -1.5196 -1.5174
H 1.8512 5.3242 -1.8033
H 5.6767 7.0117 -5.4556
H 3.8095 6.4152 -6.3215
H 2.5991 4.7585 0.6856
H 0.5271 2.0241 -1.1405
H -2.3010 1.8415 -6.1258
H -2.1672 0.1337 -4.1215
H -4.8914 -0.5579 2.2591
H 1.7051 5.7774 -7.2760
H -4.9670 -3.2079 5.6278
H 9.3267 5.3239 -9.5528
H -1.5927 1.1166 -1.4611
H 1.4669 0.0650 -4.6416
H -3.7524 4.8075 5.3045
H 1.8359 -0.9849 -3.3037
H 1.2617 0.4414 -0.8670
H 0.4511 1.2345 0.4563
H 0.2440 -3.7816 2.8298
H -7.8315 -4.4472 7.0482
H 4.2149 3.5775 -2.4828
H 10.4028 7.3407 -10.4809
H -2.4172 -0.7766 -0.0008
H 8.2442 7.5233 -6.0389
H -1.6279 -1.3159 -2.0837
H 2.7913 3.1484 0.0229
H 4.4715 -4.4524 2.9349
H 4.4467 -2.8208 3.6187
H 1.5717 -0.6462 6.9906
H -2.5222 -1.1151 1.8712
H 0.3955 -3.1855 0.4428
H -0.8109 -0.7249 0.7684
H 5.6734 4.9104 -4.2062
H 0.5571 -1.8520 5.1015
H 1.5560 0.7048 -2.9515
H 3.5265 7.7326 -3.6004
H -0.3213 -1.4218 -3.9826
H -6.1126 -1.5914 4.1410
H -3.1391 3.5839 -4.4833
H -2.3168 6.1497 3.8072
H -3.1208 4.6243 -5.7536
H 4.6270 -3.8622 0.5439
H 3.4896 5.5275 -1.2144
H -3.2869 1.4303 2.7094
H -9.9351 -6.9461 3.3368
H 1.9894 -2.9389 3.4046
H 10.4116 9.4439 -9.1850
H -1.8204 0.6751 0.8644
H -6.2362 -8.9871 2.0947
H 9.3266 9.5361 -6.9673
H 2.2820 -4.4082 4.0782
H -6.0449 -12.3619 4.7274
H -0.8322 0.4862 -5.1936
H -3.6119 -12.5145 4.3500
H -3.8033 -9.1378 1.7264
H 6.3055 7.2638 -3.7882

Values from the calculation:
Strongest force on any atom = 0.09912 Eh/bohr
Calculated total energy = -138105.4635 eV
LUMO = -1.1 eV
M = 1288.21 g/mol

No. 2
Formula: C64H69BaIN4O3PS2Te
Source: OMol25
Level of theory: ωB97M-V/def2-TZVPD

Positions of all 146 atoms, in Å:
Ba -0.4817 0.7828 -0.2529
I -1.9035 1.5844 -2.9006
Te -0.3630 -1.0380 1.9605
S -4.8135 1.9502 3.5817
S -2.8363 5.6978 -0.9812
P -3.2809 -1.0386 -1.4304
O 1.0009 -1.8725 0.5756
O 0.7883 0.8821 -2.2314
O -0.2948 1.6480 1.5270
N -2.0087 3.3762 -0.3089
N 0.9820 -0.8400 -0.3396
N 1.5428 0.3899 0.0725
N -3.3308 1.3842 1.5643
C -3.1466 3.6185 0.4283
C 1.2681 2.0578 3.3105
C 0.3460 2.8655 4.2431
C -3.8894 0.8458 2.6065
C 5.9620 1.2804 2.8187
C -0.1601 -4.0080 2.4660
C 0.8999 1.5522 2.0434
C -1.2157 -2.7338 4.2213
C -5.0891 -2.2564 -3.0853
C 4.8671 0.6954 3.7227
C 1.9708 0.6690 -5.3724
C -6.8230 -0.8246 0.7466
C -5.3570 -2.1613 -5.4477
C 3.4759 -1.1086 -0.8093
C -4.4230 3.1947 2.4921
C -4.3751 -1.1499 -5.5159
C 2.2245 -0.3823 -0.9478
C -5.1875 0.8138 -0.7780
C -1.4219 -3.8988 4.9428
C 2.5322 1.7591 3.8120
C -0.4766 4.4988 -1.9124
C -3.7592 -0.6531 -4.3155
C 4.4314 -0.9412 -1.7418
C 4.1857 -0.0343 -2.8449
C -3.1207 -3.3113 0.2535
C -3.1153 0.3721 -6.9057
C 2.1024 2.7946 -4.0528
C 1.8821 0.7652 1.3666
C -5.6768 -1.3451 0.1568
C -2.1117 -4.9378 -1.7473
C 5.7442 -1.7167 -1.6320
C -3.0028 -2.8056 -1.0386
C -0.9875 -5.1149 4.4328
C 3.4975 1.0204 3.1415
C -3.6393 2.7272 1.4803
C -3.8736 -0.5855 3.0049
C -4.0218 -0.6363 -6.7842
C -0.3398 -5.1669 3.2072
C 5.0537 1.2638 5.1308
C 6.6832 -1.4658 -2.8160
C -4.1051 -1.2945 -3.0890
C 1.9305 0.3935 -2.1984
C 0.0632 1.9951 5.4800
C -7.1527 0.5097 0.5728
C -6.3381 1.3238 -0.2037
C -1.0115 3.2642 3.6549
C -2.7937 -4.6308 0.5305
C -3.7384 4.8201 0.1659
C -1.7023 4.3987 -1.0617
C 5.4406 -3.2216 -1.5697
C -2.2818 -5.4453 -0.4667
C 4.1731 1.8165 -5.0044
C -2.8783 0.4405 -4.5134
C 5.0244 -0.8322 3.8006
C -2.4746 -3.6325 -2.0342
C -5.7361 -2.6883 -4.2504
C 3.1466 0.5422 1.8930
C 6.4672 -1.2856 -0.3465
C -2.5542 0.9292 -5.7477
C -4.8412 -0.5275 -0.5947
C 3.0120 0.6033 -3.1218
C -0.6164 -2.7956 2.9676
C 1.0493 4.1665 4.6560
C 2.8245 1.4669 -4.3703
H 5.8895 0.8974 1.7998
H 0.0431 5.4374 -1.7204
H -4.4969 -1.0615 -7.6592
H 2.4652 -0.2633 -5.6515
H -5.3672 -2.7231 -2.1496
H 6.9490 1.0194 3.2058
H -6.5994 2.3645 -0.3536
H -1.5117 -1.7759 4.6353
H -3.0012 -1.0850 2.6048
H -1.6256 2.3909 3.4499
H -0.6379 2.5011 6.1473
H -3.8915 -0.6869 4.0892
H 2.2836 3.4951 -4.8689
H 5.0105 -1.2890 2.8094
H 4.2188 -1.2717 4.3914
H -4.5420 1.4485 -1.3735
H 7.4321 -1.7879 -0.2661
H 6.3724 -3.7870 -1.5317
H 4.8780 -3.5419 -2.4484
H 4.8607 -3.4799 -0.6831
H 1.8225 1.2658 -6.2741
H 6.9809 -0.4170 -2.8780
H -4.7697 4.1996 2.6682
H 6.2314 -1.7654 -3.7639
H -2.3486 -3.2456 -3.0382
H -4.6392 5.2376 0.5838
H -1.9086 -3.8588 5.9086
H 3.5624 -1.8158 0.0042
H -4.7518 -1.0923 2.6022
H -1.7024 -5.5656 -2.5287
H 0.4087 4.7353 5.3322
H -1.8715 1.7662 -5.8014
H 2.7732 2.1440 4.7933
H 1.9953 3.9876 5.1675
H 7.5895 -2.0545 -2.6798
H 0.0099 -6.1105 2.8081
H -3.4971 -2.6770 1.0444
H 6.6412 -0.2077 -0.3510
H 0.1670 3.6521 -1.6791
H 4.3156 0.8612 5.8270
H 5.9738 -1.0905 4.2739
H 4.9876 2.3533 5.1325
H -0.9068 3.8259 2.7273
H -7.4636 -1.4634 1.3421
H -0.7363 4.4737 -2.9697
H 1.0322 2.6466 -3.9602
H 4.7997 2.3684 -4.3004
H 0.3295 -4.0391 1.5014
H 3.8592 0.0115 1.2772
H 5.0061 0.1220 -3.5296
H -8.0477 0.9125 1.0289
H -2.8393 0.7633 -7.8755
H 5.8855 -1.5405 0.5408
H -1.1485 -6.0192 5.0050
H 4.7119 0.9298 -5.3432
H 5.8823 2.3682 2.7813
H 4.0026 2.4487 -5.8748
H 1.2470 4.7806 3.7754
H -2.9276 -5.0214 1.5297
H 0.9720 1.7723 6.0405
H -5.4484 -2.3957 0.2889
H -1.5421 3.8878 4.3789
H -5.8089 -2.5042 -6.3703
H -6.5051 -3.4467 -4.1926
H 6.0421 0.9870 5.4987
H -0.3833 1.0443 5.1745
H 2.4836 3.2381 -3.1299
H -2.0105 -6.4697 -0.2454
H 0.9942 0.4370 -4.9439

Values from the calculation:
Strongest force on any atom = 0.33541 Eh/bohr
Calculated total energy = -126625.1711 eV
Net charge = +1
LUMO = -3.8 eV
M = 1429.22 g/mol